15
Properties=species:S:1:pos:R:3:forces:R:3:lowdin_charge:R:1 method="wB97M-V/def2-TZVPD" smiles=NC[NH2+]CN homo_lumo_gap_ha=0.4103 total_charge=+1 homo_ha=-0.5262 multiplicity=1
N -0.118604 -1.993937 0.598855 0.07 -0.62 -0.49 0.05
C -0.098995 -0.636452 0.969197 0.26 0.00 1.43 -0.23
N -0.868733 0.173919 -0.045217 -0.17 0.02 -0.16 0.07
C -0.008792 0.960483 -1.050900 -0.13 -0.26 -1.10 -0.21
N 1.118745 1.576670 -0.496181 -1.14 -0.73 0.71 0.06
H 0.744728 -2.509568 0.661895 0.16 0.27 -0.08 0.10
H -0.861663 -2.573606 0.957213 -0.14 0.23 0.21 0.10
H 0.904847 -0.231436 1.065289 0.04 -0.10 -0.50 0.12
H -0.492695 -0.422897 1.970079 -0.54 0.00 -0.31 0.14
H -1.388033 -0.509172 -0.596314 0.04 -0.22 -0.08 0.16
H -1.596384 0.751496 0.379261 0.42 0.30 0.22 0.18
H -0.710640 1.648600 -1.515989 0.21 0.43 0.23 0.14
H 0.204379 0.256847 -1.863890 0.10 -0.37 0.40 0.14
H 1.901329 0.997557 -0.262148 0.37 0.24 -0.42 0.09
H 1.270512 2.511495 -0.771153 0.44 0.80 -0.05 0.09

92
Properties=species:S:1:pos:R:3:forces:R:3:mulliken_spin:R:1 method="wB97M-V/def2-TZVPD" s_squared=0.795 homo_lumo_gap_ha="0.1038 / 0.1494" total_charge=+2 homo_ha="-0.4121 / -0.4521" multiplicity=2
C -3.710629 0.998714 -1.764500 0.18 -0.41 0.78 0.00
C -3.929492 1.518696 -0.469466 0.08 0.15 0.00 0.00
C -3.611102 0.772835 0.655571 0.04 0.15 0.23 0.01
C -3.084651 -0.559990 0.549346 -0.09 -0.75 0.16 0.01
C -2.771708 -1.368704 1.662741 -0.48 1.76 -1.97 0.00
Zr 1.524681 -1.467779 -1.248169 -0.47 -0.51 1.62 0.00
C 3.038268 -0.868796 0.421757 0.48 -0.34 -0.72 0.00
C 2.193281 -0.019206 1.298147 -0.09 -0.10 -0.13 0.00
C 1.371596 -0.598866 2.296522 0.01 0.17 -0.71 0.00
C 0.602988 0.216144 3.117612 -0.33 0.24 0.16 0.00
C 0.634633 1.607790 2.984144 0.17 -0.33 -0.24 0.00
C 1.449445 2.186411 2.001550 -0.15 0.09 0.08 0.00
C 2.220729 1.389723 1.167404 -0.39 -0.31 -0.01 0.00
C 0.542583 -0.694619 -3.377840 0.80 0.45 0.10 0.00
C 0.612114 0.427783 -2.486876 0.91 0.04 -0.76 0.00
C 2.000890 0.692829 -2.217412 0.09 -0.28 -0.77 0.00
C 2.793129 -0.321430 -2.879039 -0.98 1.12 -0.85 0.00
C 1.885844 -1.157717 -3.623948 -0.11 1.11 -0.03 0.00
C -0.013041 -3.415192 -1.043895 0.71 -0.48 -0.23 0.00
C 0.937113 -3.435271 0.024958 0.42 -0.41 -0.23 0.00
C 2.228304 -3.684205 -0.533379 -0.43 -0.22 0.13 0.00
C 2.096516 -3.717047 -1.958906 -0.53 -0.49 0.43 0.00
C 0.695536 -3.614315 -2.264574 -0.01 -0.11 0.60 0.00
C -2.911944 -1.075547 -0.780339 0.13 0.12 -0.31 0.00
C -3.171578 -0.298444 -1.899831 0.05 -0.22 -0.11 0.00
H -3.960550 1.591465 -2.651678 0.13 -0.23 0.39 0.00
H -4.322071 2.536404 -0.369468 0.11 -0.49 0.07 0.00
H -3.744049 1.187653 1.656454 -0.05 -0.02 -0.29 0.00
H -2.931236 -0.960447 2.647978 0.19 -0.13 0.21 0.01
H -2.391229 -2.373835 1.520585 0.05 -0.03 0.20 0.00
H 3.457964 -1.733598 0.950887 -0.16 0.31 -0.13 0.00
H 3.857438 -0.300101 -0.035640 -0.09 -0.09 0.29 0.00
H 1.352414 -1.687944 2.409026 0.08 0.42 0.13 0.00
H -0.030240 -0.243842 3.876759 0.26 0.14 -0.16 0.00
H 0.034353 2.232282 3.643807 0.17 -0.11 -0.15 0.00
H 1.474494 3.270587 1.889342 0.04 -0.27 0.07 0.00
H 2.858111 1.835616 0.398449 -0.15 -0.10 0.42 0.00
H -0.368822 -1.071461 -3.846639 0.42 -0.04 0.30 0.00
H -0.231724 1.043372 -2.170199 0.34 -0.27 0.03 0.00
H 2.389322 1.563837 -1.689380 -0.16 -0.54 -0.03 0.00
H 3.884468 -0.365942 -2.912278 -0.47 -0.03 0.13 0.00
H 2.182343 -1.907464 -4.360027 -0.18 0.10 0.54 0.00
H -1.092087 -3.421751 -0.917271 0.32 0.13 -0.15 0.00
H 0.699555 -3.319404 1.077673 0.16 -0.16 -0.34 0.00
H 3.133030 -3.891360 0.037564 -0.28 0.33 -0.27 0.00
H 2.895833 -3.934323 -2.668360 -0.32 0.13 0.24 0.00
H 0.235336 -3.748718 -3.244807 0.26 0.28 0.33 0.00
H -2.560031 -2.100799 -0.887541 -0.14 0.27 -0.07 0.01
H -2.973610 -0.688405 -2.905773 -0.21 0.05 0.50 0.00
O -2.904072 -5.316884 -1.205172 -0.04 -1.23 1.61 0.00
C -2.821860 -6.012558 -0.268896 0.25 0.98 -1.19 -0.01
Cr -2.503122 -6.920086 1.351144 1.99 1.38 -1.30 0.08
C -1.412785 -5.477114 1.779680 0.66 1.03 0.55 -0.01
O -0.768622 -4.554228 2.103927 -1.03 -1.56 -0.68 0.00
C -0.845611 -7.576405 0.633598 2.26 0.03 -1.14 0.00
O 0.234680 -7.698887 0.209863 -2.77 -0.02 1.09 0.00
C -3.490602 -8.807279 1.652050 -0.39 -0.60 -0.50 0.00
C -4.443825 -7.845028 1.290045 -0.50 -0.76 -0.30 0.00
C -4.534038 -6.638515 1.993817 -0.77 1.10 -0.06 0.01
C -3.639774 -6.327835 3.037200 -0.06 1.05 -0.13 -0.04
C -3.449614 -4.926341 3.441977 0.29 0.02 0.66 0.17
C -3.048482 -3.817364 3.788714 -0.93 -1.80 -0.33 0.06
C -2.765950 -2.584475 4.391688 0.16 -0.08 0.67 0.28
C -1.498515 -2.492143 5.128646 0.73 -0.11 0.26 0.02
C -0.726481 -3.673848 5.298401 -0.01 0.08 0.15 0.09
C 0.366055 -3.732259 6.162586 -0.14 0.22 -0.25 -0.07
C 0.789087 -2.587320 6.845202 -0.23 0.06 -0.09 0.10
C 0.085116 -1.392858 6.658720 -0.05 -0.19 -0.23 -0.06
C -1.030088 -1.346314 5.818419 0.09 -0.03 0.13 0.12
C -3.924095 -1.769209 4.727122 -1.01 0.49 -0.43 -0.09
C -5.209635 -2.383027 4.706254 0.06 0.07 0.56 0.11
C -6.257332 -1.857237 5.458176 0.18 0.31 -0.19 -0.06
C -6.076184 -0.665801 6.172063 0.29 -0.05 0.07 0.11
C -4.887620 0.060255 6.011606 -0.21 -0.03 -0.38 -0.05
C -3.873598 -0.428878 5.186710 -0.03 -0.21 0.33 0.12
C -2.756891 -7.357753 3.458622 0.66 0.32 1.04 0.00
C -2.660535 -8.557540 2.758603 0.19 -0.52 0.50 0.00
H -3.388859 -9.729191 1.076186 -0.05 0.37 0.23 0.00
H -5.087122 -8.015883 0.425574 0.19 0.05 0.33 0.00
H -5.251724 -5.869167 1.700764 0.28 -0.32 -0.09 0.00
H -1.041404 -4.576379 4.778435 0.12 0.19 0.17 0.04
H 0.884023 -4.680846 6.306349 -0.11 0.27 -0.07 0.00
H 1.649196 -2.626063 7.515903 -0.30 0.01 -0.20 0.01
H 0.400821 -0.483992 7.176442 -0.11 -0.31 -0.18 0.00
H -1.531112 -0.390309 5.711439 0.13 -0.33 0.17 0.01
H -5.338450 -3.330099 4.181252 0.05 0.25 0.38 0.02
H -7.206501 -2.389924 5.515988 0.25 0.16 -0.07 0.00
H -6.854411 -0.294909 6.840027 0.21 -0.11 -0.23 0.01
H -4.739963 1.006131 6.538778 -0.19 -0.20 -0.37 0.00
H -3.041523 0.223007 4.909392 -0.18 -0.31 0.45 0.00
H -2.108193 -7.165724 4.315081 -0.06 -0.09 -0.38 0.00
H -1.912055 -9.296052 3.050259 -0.25 0.29 -0.04 0.00

23
Properties=species:S:1:pos:R:3:forces:R:3:lowdin_charge:R:1 method="wB97M-V/def2-TZVPD" homo_lumo_gap_ha="0.2619 / 0.2619" total_charge=0 homo_ha="-0.2618 / -0.2618" multiplicity=1
C 3.165365 0.904030 -0.753385 0.36 -0.76 -0.86 -0.09
C 3.257599 0.225879 0.492365 -3.91 2.40 -1.70 -0.06
C 1.947414 1.271005 -1.341272 -0.41 -0.06 1.59 -0.05
C 2.062938 0.050676 1.244725 3.41 -1.66 0.26 -0.03
C 0.816769 1.042112 -0.530100 0.78 1.51 -5.05 -0.09
C -2.546653 -0.842579 -1.569224 0.64 0.13 0.31 -0.13
C -1.432227 -0.860257 -0.728984 1.04 -2.15 -2.64 -0.23
C 0.908109 0.401961 0.618093 -2.74 -1.19 3.15 -0.28
C -3.368063 0.823755 -0.013756 0.98 -2.18 -0.46 -0.64
C -0.500601 0.247282 1.221307 1.86 0.89 3.31 -0.20
N -3.552549 0.062307 -1.131828 1.28 1.12 2.56 -0.02
N -1.483602 -0.215771 0.372519 -4.03 2.19 0.58 -0.03
S -4.050347 1.702306 1.154200 0.64 -0.67 -1.24 0.64
H 4.080893 0.993769 -1.357392 -0.33 0.15 0.44 0.10
H 4.215829 0.094784 0.792978 2.54 -1.02 1.42 0.06
H 1.790208 1.743800 -2.315505 0.56 -0.22 0.35 0.11
H 2.197357 -0.531218 2.208180 -0.85 0.97 -1.13 0.13
H -0.170362 1.239669 -0.981450 0.60 0.16 0.50 0.13
H -2.608623 -1.248159 -2.574680 -0.07 0.12 0.44 0.09
H -0.446154 -1.414408 -0.995548 -1.84 0.84 0.09 0.16
H -0.470452 -0.277456 2.239053 -0.05 0.13 -1.38 0.14
H -0.693919 1.304399 1.562880 -0.59 -0.78 -0.40 0.13
H -4.465939 0.104532 -1.559733 0.13 0.06 -0.14 0.15

The following electronic energy values (in Ha) correspond, in order, to the records above: -246.21165 -3169.04363 -894.61195.
The following energy above the lowest of the compared OMol25 structures with the same formula, charge and spin values (in eV) correspond, in order, to the records above: 1.279 0.055 4.538.